# 1
{"formula": "C2H3O2S2", "method": "the ωB97M-V functional and the def2-TZVPD basis", "orbital_gap_ev": 5.41, "charge": -1, "largest_force_ev_per_a": 3.7, "multiplicity": 1, "symbols": ["C", "C", "O", "O", "S", "S", "H", "H", "H"], "coordinates": [[3.261, 0.663, 0.510], [-3.120, -0.322, -0.934], [3.727, 1.084, 1.484], [3.387, 0.281, -0.571], [1.028, 0.110, 1.072], [-3.395, 0.654, 0.378], [1.556, -1.085, 0.648], [-2.879, -1.363, -0.725], [-3.565, -0.022, -1.862]], "atomic_forces_ev_per_a": [[-1.0, -0.3, 1.1], [-1.7, 0.8, 2.9], [1.1, 1.5, 2.5], [0.2, -1.0, -3.6], [0.2, -0.8, -0.3], [0.7, -1.0, -1.7], [-0.6, 0.6, 0.3], [0.5, 0.2, -0.5], [0.5, 0.0, -0.7]]}



# 2
{"formula": "C44H69Ge2HgO2Te", "method": "the ωB97M-V functional and the def2-TZVPD basis", "orbital_gap_ev": [4.92, 5.53], "charge": -2, "largest_force_ev_per_a": 0.7, "multiplicity": 2, "symbols": ["Hg", "C", "C", "C", "C", "C", "C", "C", "C", "C", "C", "C", "C", "C", "C", "C", "C", "C", "H", "H", "H", "H", "H", "H", "H", "H", "H", "H", "H", "H", "H", "H", "H", "H", "H", "H", "H", "H", "H", "H", "H", "H", "H", "H", "H", "H", "H", "C", "C", "Ge", "C", "C", "C", "C", "Ge", "C", "C", "C", "C", "C", "C", "C", "C", "C", "C", "H", "H", "H", "H", "H", "H", "H", "H", "H", "H", "H", "H", "H", "H", "H", "H", "H", "H", "H", "H", "H", "H", "H", "H", "H", "H", "C", "C", "O", "O", "H", "H", "H", "C", "C", "C", "C", "C", "C", "Te", "C", "C", "C", "H", "H", "H", "H", "H", "H", "H", "H", "H", "H", "H"], "coordinates": [[0.390, 0.008, -0.201], [-0.910, -2.034, 1.564], [-0.063, -2.586, 0.541], [1.275, -2.596, 1.112], [1.156, -2.177, 2.447], [-0.178, -1.818, 2.736], [-0.736, -1.320, 4.061], [-2.067, -2.023, 4.363], [0.234, -1.624, 5.205], [-0.984, 0.194, 4.012], [2.655, -3.003, 0.561], [3.078, -4.365, 1.138], [3.702, -1.964, 1.007], [2.761, -3.039, -0.965], [-0.680, -3.569, -0.484], [-2.207, -3.603, -0.329], [-0.433, -3.261, -1.970], [-0.196, -4.995, -0.162], [-1.983, -1.902, 1.474], [1.982, -2.121, 3.147], [-1.940, -3.109, 4.331], [-2.829, -1.750, 3.627], [-2.437, -1.738, 5.358], [0.456, -2.697, 5.248], [-0.201, -1.320, 6.165], [1.180, -1.087, 5.078], [-1.625, 0.450, 3.162], [-0.046, 0.742, 3.884], [-1.467, 0.550, 4.934], [3.036, -4.335, 2.231], [4.104, -4.615, 0.834], [2.413, -5.164, 0.800], [3.790, -1.914, 2.095], [3.425, -0.972, 0.641], [4.685, -2.223, 0.596], [2.124, -3.791, -1.425], [3.796, -3.267, -1.246], [2.510, -2.060, -1.388], [-2.645, -2.615, -0.510], [-2.503, -3.941, 0.669], [-2.622, -4.296, -1.070], [-1.089, -2.461, -2.301], [-0.650, -4.148, -2.583], [0.583, -2.943, -2.174], [-0.266, -5.180, 0.916], [0.836, -5.163, -0.466], [-0.821, -5.729, -0.685], [-4.036, 2.245, 1.806], [-3.487, 1.229, 0.793], [-1.790, 1.750, -0.111], [-2.324, 3.017, -1.532], [-3.006, 4.321, -1.087], [-0.986, 3.022, 1.168], [0.266, 3.214, 1.591], [1.654, 1.841, 1.142], [3.160, 2.672, 0.164], [4.377, 3.191, 0.944], [2.509, 1.111, 2.787], [2.735, 1.924, 4.072], [0.599, 4.457, 2.383], [1.899, 4.692, 2.832], [2.248, 5.834, 3.546], [1.291, 6.794, 3.837], [-0.014, 6.587, 3.395], [-0.348, 5.446, 2.682], [-4.987, 1.908, 2.233], [-4.209, 3.224, 1.350], [-3.336, 2.391, 2.636], [-4.218, 1.029, 0.002], [-3.315, 0.269, 1.294], [-2.951, 2.467, -2.236], [-1.388, 3.234, -2.057], [-4.011, 4.147, -0.687], [-3.106, 5.013, -1.930], [-2.428, 4.841, -0.316], [-1.735, 3.760, 1.469], [2.739, 3.447, -0.481], [3.484, 1.868, -0.501], [4.214, 4.185, 1.366], [5.247, 3.268, 0.282], [4.659, 2.520, 1.765], [3.463, 0.714, 2.423], [1.899, 0.244, 3.016], [3.511, 2.686, 3.958], [3.052, 1.265, 4.889], [1.823, 2.434, 4.400], [2.652, 3.954, 2.612], [3.272, 5.969, 3.874], [1.550, 7.686, 4.394], [-0.779, 7.327, 3.605], [-1.374, 5.331, 2.350], [2.581, 2.591, -3.524], [1.869, 1.819, -2.417], [2.337, 0.684, -2.132], [0.845, 2.363, -1.904], [2.295, 2.134, -4.478], [3.665, 2.509, -3.407], [2.273, 3.640, -3.525], [-2.995, -3.438, -7.838], [-2.522, -2.724, -6.595], [-3.399, -1.993, -5.805], [-2.961, -1.269, -4.696], [-3.982, -0.517, -3.874], [-1.591, -1.247, -4.363], [-0.829, 0.172, -2.937], [-0.706, -2.043, -5.116], [0.773, -2.159, -4.792], [-1.187, -2.757, -6.218], [-4.080, -3.362, -7.944], [-2.728, -4.499, -7.821], [-2.542, -3.003, -8.733], [-4.459, -1.987, -6.053], [-4.998, -0.813, -4.152], [-3.877, 0.563, -4.011], [-3.833, -0.704, -2.808], [1.013, -1.706, -3.831], [1.379, -1.648, -5.547], [1.073, -3.212, -4.774], [-0.484, -3.350, -6.802]], "atomic_forces_ev_per_a": [[0.1, -0.1, 0.2], [0.1, -0.1, 0.3], [0.0, 0.4, -0.1], [0.1, -0.1, 0.0], [-0.1, 0.0, -0.1], [0.0, -0.1, -0.1], [0.0, 0.0, -0.1], [0.0, 0.0, 0.0], [0.1, 0.0, 0.0], [0.0, 0.1, 0.0], [-0.1, 0.0, 0.0], [0.0, -0.1, 0.0], [0.0, 0.0, 0.1], [0.0, 0.1, 0.0], [0.0, 0.1, -0.2], [-0.1, 0.0, 0.0], [0.0, -0.3, 0.2], [0.0, 0.0, 0.1], [0.1, 0.0, 0.0], [0.0, 0.1, -0.1], [0.0, 0.1, 0.0], [0.1, 0.0, 0.0], [0.0, 0.0, -0.1], [0.0, 0.1, 0.0], [0.0, 0.0, -0.1], [-0.1, 0.0, 0.0], [0.0, 0.0, 0.0], [-0.1, 0.0, 0.0], [0.0, 0.0, -0.1], [0.0, 0.0, -0.1], [-0.1, 0.0, 0.0], [0.1, 0.1, 0.1], [0.0, 0.0, -0.1], [0.0, 0.0, 0.0], [0.0, 0.0, 0.0], [0.0, -0.1, 0.1], [0.0, 0.0, 0.0], [0.0, -0.1, 0.0], [0.0, -0.1, 0.0], [0.0, 0.0, -0.1], [0.0, 0.1, 0.0], [0.0, -0.1, 0.1], [0.0, 0.1, 0.1], [-0.1, 0.0, 0.0], [0.0, 0.0, -0.1], [0.0, 0.1, 0.0], [0.0, 0.0, 0.0], [0.1, -0.1, -0.1], [-0.1, -0.3, 0.2], [0.0, 0.3, 0.2], [0.1, 0.3, -0.2], [0.1, -0.1, 0.0], [-0.1, 0.0, 0.1], [0.1, 0.2, 0.2], [-0.2, 0.0, 0.0], [0.3, 0.1, -0.1], [-0.1, -0.1, 0.0], [0.0, 0.1, 0.2], [0.0, -0.1, -0.1], [-0.1, -0.1, -0.1], [-0.1, 0.0, -0.1], [-0.1, -0.1, -0.1], [-0.1, -0.1, -0.1], [0.1, 0.0, 0.0], [0.0, 0.1, 0.0], [0.0, 0.0, 0.0], [0.0, -0.1, 0.0], [0.0, 0.0, -0.1], [0.0, 0.0, 0.0], [-0.1, 0.1, 0.0], [0.0, 0.0, 0.0], [-0.1, 0.0, 0.0], [0.1, 0.0, 0.0], [0.0, 0.0, 0.0], [-0.1, 0.0, -0.1], [0.1, 0.0, 0.0], [0.1, 0.0, 0.0], [0.0, 0.1, 0.0], [0.0, 0.0, 0.0], [0.0, 0.0, 0.0], [0.0, 0.1, -0.1], [0.0, -0.1, 0.1], [0.0, -0.2, 0.1], [-0.1, -0.1, 0.0], [0.0, 0.0, 0.0], [0.1, -0.1, 0.0], [0.0, 0.1, 0.0], [0.0, 0.0, 0.0], [0.0, 0.0, 0.0], [0.0, 0.0, 0.0], [0.1, 0.0, 0.0], [0.0, 0.1, 0.0], [-0.3, -0.2, 0.2], [-0.1, 0.4, 0.0], [0.7, -0.2, -0.2], [0.1, 0.0, 0.1], [-0.1, 0.0, 0.0], [0.0, -0.1, 0.0], [0.0, 0.0, 0.1], [0.0, 0.0, 0.0], [0.0, 0.0, 0.1], [0.1, 0.0, 0.1], [0.1, 0.0, -0.1], [-0.1, -0.1, 0.0], [-0.3, 0.2, -0.4], [0.0, -0.1, 0.0], [-0.2, 0.0, -0.1], [0.1, 0.1, 0.1], [0.0, 0.0, 0.0], [0.0, 0.0, 0.0], [0.0, 0.0, 0.0], [0.0, 0.0, 0.0], [0.1, 0.0, 0.0], [0.0, 0.0, 0.0], [0.0, 0.0, 0.0], [0.0, 0.0, -0.1], [-0.1, 0.0, 0.0], [0.0, 0.1, 0.0], [0.0, 0.0, 0.0]]}



# 3
{"formula": "C7H7AlBrCsF4N2O7P", "method": "the ωB97M-V functional and the def2-TZVPD basis", "orbital_gap_ev": 5.39, "charge": -1, "largest_force_ev_per_a": 4.3, "multiplicity": 1, "symbols": ["O", "N", "O", "C", "N", "P", "O", "Br", "H", "H", "H", "Cs", "F", "Al", "F", "F", "F", "C", "C", "C", "O", "C", "C", "C", "O", "O", "O", "H", "H", "H", "H"], "coordinates": [[-3.298, 0.050, 7.594], [-3.224, 0.822, 6.714], [-2.013, 0.726, 6.022], [-2.217, -0.163, 4.883], [-1.078, -0.271, 4.070], [-1.171, -1.589, 3.145], [-2.920, -1.914, 2.964], [-0.664, -3.351, 4.582], [-2.370, -1.167, 5.296], [-3.091, 0.217, 4.326], [-3.196, -2.490, 3.686], [-5.160, -1.954, 3.743], [2.849, -3.363, 0.826], [2.512, -1.717, 0.985], [1.654, -1.439, 2.409], [1.564, -1.210, -0.352], [3.951, -0.835, 0.994], [0.374, 2.202, -3.631], [1.142, 1.282, -3.005], [2.122, 0.423, -3.778], [2.810, -0.367, -3.177], [2.191, 0.598, -5.229], [1.418, 1.509, -5.825], [0.466, 2.379, -5.057], [-0.185, 3.197, -5.696], [1.423, 1.728, -7.141], [1.079, 1.091, -1.717], [-0.327, 2.824, -3.094], [2.881, -0.027, -5.777], [0.769, 2.443, -7.283], [1.708, 0.366, -1.475]], "atomic_forces_ev_per_a": [[0.1, 0.0, 0.2], [-0.2, 0.1, -0.3], [0.2, 0.0, 0.2], [0.8, -0.2, -0.1], [-1.1, -0.6, -0.8], [1.9, 2.0, -1.3], [1.4, -0.5, 0.1], [-0.6, -0.8, 0.7], [-0.9, -0.1, 0.7], [-0.3, 0.1, 0.2], [2.6, -0.5, -0.3], [-4.1, 0.7, 0.8], [0.0, 0.0, -0.1], [0.0, -0.1, 0.0], [0.0, 0.0, 0.0], [0.2, 0.2, 0.0], [0.0, 0.1, -0.1], [0.0, 0.1, -0.3], [-0.3, 0.3, 0.0], [0.1, 0.0, -0.4], [0.0, 0.0, 0.2], [0.0, -0.1, 0.1], [0.2, -0.2, -0.1], [-0.2, 0.1, 0.5], [0.1, 0.0, -0.3], [-0.1, 0.2, -0.1], [0.5, -0.2, -0.1], [0.0, 0.0, 0.1], [0.0, 0.0, 0.0], [0.0, 0.0, 0.1], [-0.4, -0.3, 0.5]]}



# 4
{"formula": "C24H64O8", "method": "the ωB97M-V functional and the def2-TZVPD basis", "orbital_gap_ev": 10.59, "largest_force_ev_per_a": 3.3, "multiplicity": 1, "symbols": ["C", "C", "C", "O", "H", "H", "H", "H", "H", "H", "H", "H", "C", "C", "C", "O", "H", "H", "H", "H", "H", "H", "H", "H", "C", "C", "C", "O", "H", "H", "H", "H", "H", "H", "H", "H", "C", "C", "C", "O", "H", "H", "H", "H", "H", "H", "H", "H", "C", "C", "C", "O", "H", "H", "H", "H", "H", "H", "H", "H", "C", "C", "C", "O", "H", "H", "H", "H", "H", "H", "H", "H", "C", "C", "C", "O", "H", "H", "H", "H", "H", "H", "H", "H", "C", "C", "C", "O", "H", "H", "H", "H", "H", "H", "H", "H"], "coordinates": [[-2.650, 1.066, 2.791], [-2.262, 0.627, 1.349], [-1.660, 1.740, 0.516], [-1.285, -0.409, 1.254], [-3.303, 0.364, 3.256], [-3.228, 2.030, 2.625], [-1.875, 1.336, 3.501], [-3.158, 0.207, 0.822], [-2.134, 2.730, 0.625], [-1.760, 1.449, -0.551], [-0.566, 1.854, 0.722], [-1.614, -1.122, 1.820], [1.546, 3.887, 2.197], [0.388, 4.759, 2.801], [-0.230, 5.563, 1.615], [-0.711, 4.048, 3.306], [1.995, 3.299, 2.950], [2.242, 4.616, 1.752], [1.083, 3.282, 1.474], [0.836, 5.427, 3.546], [-0.535, 4.806, 0.915], [0.341, 6.428, 1.165], [-1.198, 6.012, 1.905], [-0.452, 3.563, 4.049], [-1.696, -5.451, -0.558], [-1.104, -5.080, 0.804], [0.426, -5.206, 0.832], [-1.486, -3.751, 1.055], [-1.439, -6.459, -0.847], [-1.465, -4.723, -1.306], [-2.766, -5.484, -0.461], [-1.450, -5.729, 1.586], [0.701, -6.231, 0.709], [0.836, -4.789, 1.755], [0.806, -4.679, -0.080], [-0.733, -3.234, 0.712], [-3.766, -0.967, -1.378], [-3.480, -0.844, -2.789], [-2.826, -2.085, -3.347], [-4.617, -0.684, -3.596], [-2.830, -0.994, -0.782], [-4.240, -1.872, -1.099], [-4.338, -0.133, -1.041], [-2.862, 0.045, -3.077], [-3.235, -3.008, -2.844], [-1.747, -2.113, -3.260], [-3.098, -2.183, -4.396], [-5.082, -1.545, -3.740], [-2.700, -2.306, 5.251], [-2.682, -3.315, 4.153], [-3.795, -4.342, 4.230], [-2.790, -2.538, 2.968], [-3.540, -1.611, 4.932], [-1.827, -1.676, 5.224], [-2.915, -2.693, 6.247], [-1.707, -3.827, 4.101], [-4.761, -3.868, 4.369], [-3.720, -4.972, 5.073], [-3.823, -4.875, 3.309], [-2.577, -3.130, 2.269], [2.375, -2.133, -1.228], [1.831, -1.832, 0.104], [2.126, -0.488, 0.624], [0.388, -2.028, -0.085], [3.424, -2.312, -1.262], [1.981, -1.475, -1.975], [1.959, -3.054, -1.497], [2.078, -2.593, 0.850], [2.009, 0.314, -0.062], [3.154, -0.434, 0.953], [1.471, -0.233, 1.527], [-0.013, -1.180, 0.080], [1.283, 3.411, -3.105], [2.023, 4.696, -2.929], [1.513, 5.871, -3.653], [2.090, 4.925, -1.567], [0.242, 3.285, -2.708], [1.848, 2.624, -2.582], [1.331, 3.125, -4.122], [3.039, 4.493, -3.238], [2.135, 6.776, -3.354], [0.463, 6.225, -3.433], [1.540, 5.634, -4.726], [1.248, 5.105, -1.204], [5.448, 0.087, -3.771], [5.219, 1.156, -2.691], [5.920, 0.881, -1.447], [5.719, 2.414, -3.104], [4.997, 0.367, -4.692], [5.057, -0.838, -3.444], [6.515, -0.056, -3.922], [4.146, 1.250, -2.410], [5.647, 1.452, -0.556], [7.026, 1.007, -1.608], [5.745, -0.161, -1.129], [5.541, 2.510, -4.017]], "atomic_forces_ev_per_a": [[-0.6, 1.6, -1.5], [-0.2, 0.2, 0.2], [0.4, 0.5, -0.9], [-0.1, -0.2, 0.8], [-0.5, -0.7, 0.3], [0.4, -1.1, 0.4], [0.6, -0.2, -0.3], [0.3, 0.8, 0.8], [0.1, -0.5, 0.2], [0.2, 0.2, 0.4], [-0.9, -0.1, 0.0], [0.1, -0.3, 0.1], [-1.2, 2.4, 0.8], [0.9, 1.0, -1.8], [-0.4, 1.1, 0.8], [-0.6, 0.6, -1.3], [0.8, -0.7, 0.8], [0.0, -0.6, 0.1], [-0.2, -0.9, -1.2], [-0.3, 0.0, 0.1], [0.2, -0.2, -0.9], [-0.1, -1.4, 0.5], [0.5, -0.1, 0.3], [0.6, -1.2, 1.8], [-0.3, -0.9, 1.2], [0.9, -0.3, -1.1], [-0.5, 1.0, -1.2], [0.4, 0.1, 0.3], [0.5, -0.3, -0.3], [0.5, 0.4, -0.5], [-0.7, 0.2, 0.1], [-0.7, -0.3, 0.5], [0.3, -0.8, 0.1], [0.1, 0.0, -0.2], [0.0, -0.2, 0.9], [-0.2, 0.7, 0.0], [1.3, 0.7, 2.2], [1.2, -0.4, -2.8], [0.2, -1.5, 0.3], [-2.3, 0.0, -0.5], [-0.3, 0.1, -0.4], [-0.8, -1.0, -0.1], [-0.6, 0.6, 0.4], [-0.3, -0.5, 0.7], [0.4, 0.8, -0.3], [0.3, 0.0, 0.1], [0.3, 0.1, -0.2], [0.7, 1.0, 0.4], [-1.7, 1.3, -0.2], [0.6, -0.2, -0.1], [-0.3, 1.3, -0.1], [-0.7, 0.9, 1.0], [0.7, -0.7, 0.8], [0.5, 0.0, 0.2], [0.2, 0.0, -0.1], [-0.2, -0.1, 0.2], [-0.2, 0.4, -0.2], [0.5, -1.1, 0.9], [-0.1, -0.8, -0.6], [0.5, -0.7, -1.5], [0.4, -0.4, -0.2], [-1.8, -0.9, 0.3], [-0.5, 1.0, 2.5], [0.8, -0.2, 0.1], [1.1, 0.5, -0.1], [0.2, 0.9, -0.4], [-0.7, -1.7, -0.5], [0.4, 0.1, -0.1], [-0.3, 0.6, -1.0], [0.4, -0.1, 0.2], [0.9, -0.4, -1.1], [-0.9, 0.6, 0.3], [-0.5, -1.6, 0.6], [-0.7, -0.9, 0.7], [-0.6, 2.4, -0.6], [2.2, 0.5, 1.5], [0.7, 0.8, -0.4], [0.0, 0.2, 0.0], [-0.4, -0.4, -1.3], [0.4, 0.1, -0.1], [-0.5, -1.1, -0.8], [0.8, -0.9, 0.1], [0.2, 0.6, 0.1], [-1.5, 0.3, 0.4], [0.7, 1.0, 1.1], [-1.1, 0.4, -0.7], [2.2, -1.6, 2.0], [0.2, 0.3, 0.8], [-0.5, 0.2, -0.8], [-0.6, -1.1, 0.3], [0.2, 0.1, -0.1], [0.2, -0.1, -0.7], [-0.2, 0.5, -0.5], [-0.9, -0.2, 0.2], [0.1, 0.1, -0.2], [-0.3, 0.3, -1.5]]}